{"formula": "C3H4MgO3", "method": "wB97M-V/def2-TZVPD", "species": ["Mg", "O", "O", "O", "C", "C", "C", "H", "H", "H", "H"], "coordinates": [[-1.901675, -0.105667, 0.962895], [0.290189, 0.028021, 0.222254], [0.286800, -0.042303, 2.277560], [-0.832425, -0.508566, -1.686247], [1.428452, 0.378537, -1.297192], [0.308580, -0.582248, -1.331376], [1.117435, -0.008692, 1.270058], [1.226928, -0.123145, -2.507841], [0.705553, 0.240363, 3.102997], [1.180890, 1.441997, -1.400012], [2.361447, -0.145390, -1.064711]], "forces_ev_per_angstrom": [[2.167, -0.061, -1.105], [-2.440, -0.268, 8.583], [-1.209, 0.511, 2.164], [-2.011, 0.266, -0.310], [0.661, -2.400, -8.668], [1.454, -0.550, 0.443], [-1.501, 0.074, -3.028], [2.239, 2.100, 0.816], [0.344, -0.375, 0.293], [0.543, -0.332, 0.446], [-0.248, 1.035, 0.366]], "spin_multiplicity": 2, "total_energy_ev": -14747.2357, "de_lowest_kcal_mol": 131.6, "gap_ev": [3.4, 4.8], "charge": 1, "homo_ev": [-10.977, -12.206]}